No. 1
A structure of composition C3H3B3IMnNO5 at a distorted geometry. Source: the Open Molecules 2025 dataset; level of theory: ωB97M-V/def2-TZVPD.

Computed properties:
LUMO level (spin up / spin down), Eh: -0.3982 / -0.4029
Frontier orbital gap (spin up / spin down), hartree: 0.2779 / 0.2731
Multiplicity: 6
E, eV: -56325.5066
HOMO (spin up / spin down), eV: -18.4 / -18.4
Total charge: +2

XYZ file:
```
17
C3H3B3IMnNO5 ωB97M-V/def2-TZVPD
O -3.4311 -0.4292 -2.1120
C -2.9350 -0.9974 -1.2716
N -2.3885 -1.6307 -0.3594
B -0.9807 -1.4869 -0.2032
O -0.0712 -2.4465 -0.4936
B 1.2309 -1.9513 -0.5098
O 1.3659 -0.6732 -1.0873
B 0.6503 0.2480 -0.4235
C 0.8694 1.8129 -0.3165
C 1.2226 2.0044 1.1583
O 2.3013 1.8747 1.6044
I -0.4685 2.3331 2.5944
O -0.4796 -0.2261 0.3905
H 2.1094 -2.4436 0.1071
H -0.0523 2.3314 -0.5866
H 1.7114 2.1825 -0.9044
Mn -0.6544 -0.5024 2.4131
```

***

No. 2
A cluster of 2 separate species, C3H3BClN3O in total at a distorted geometry. Source: the Open Molecules 2025 dataset; level of theory: ωB97M-V/def2-TZVPD.

Computed properties:
LUMO level, Eh: -0.0437
Frontier orbital gap, hartree: 0.3146
E, eV: -22873.6828
HOMO, eV: -9.7
Total charge: 0
SMILES string: N#CB(Cl)C#N.CN=O

XYZ file:
```
12
C3H3BClN3O ωB97M-V/def2-TZVPD
B -3.1594 -0.0755 -0.7672
C -3.6432 -0.2670 0.6742
C -2.0933 -1.0807 -1.1609
C -0.6405 -0.4166 1.6695
N -4.3321 -0.6115 1.5445
N -1.3025 -1.8517 -1.4319
N -0.3908 0.7356 0.8388
O -1.1516 1.0476 -0.0035
Cl -3.8479 0.9441 -1.9196
H 0.1863 -1.1464 1.4506
H -0.3588 -0.0640 2.6169
H -1.7286 -0.8232 1.4461
```

***

No. 3
The molecule C3H3Br2Cl at a distorted geometry. Source: the Open Molecules 2025 dataset; level of theory: ωB97M-V/def2-TZVPD.

Computed properties:
LUMO level, Eh: 0.0142
Frontier orbital gap, hartree: 0.3231
E, eV: -155765.1868
HOMO, eV: -8.4
Total charge: 0
SMILES string: C/C(Br)=C(/Cl)Br

XYZ file:
```
9
C3H3Br2Cl ωB97M-V/def2-TZVPD
C 1.2636 -1.0361 0.5897
C 1.7985 -0.9435 2.0198
C 0.3040 -0.0408 0.1170
Cl 3.0048 -2.0436 2.5614
Br 1.6872 -2.5674 -0.3065
Br 1.2104 0.4076 3.1121
H -0.6964 -0.1908 0.2533
H 0.3402 0.9207 0.6325
H 0.3757 0.2008 -0.9188
```

***

No. 4
The molecule C3H3Br2F at a distorted geometry. Source: the Open Molecules 2025 dataset; level of theory: ωB97M-V/def2-TZVPD.

Computed properties:
LUMO level, Eh: 0.0022
Frontier orbital gap, hartree: 0.3629
E, eV: -145960.5360
HOMO, eV: -9.8
Total charge: 0
SMILES string: C=C(Br)[C@H](F)Br

XYZ file:
```
9
C3H3Br2F ωB97M-V/def2-TZVPD
C -0.3319 1.3242 0.5809
C -0.5067 0.1452 -0.1189
C 0.4876 -0.9415 -0.4127
F 0.6074 -1.7202 0.7791
Br -2.2722 -0.1209 -0.7725
Br 2.3017 -0.3137 -0.8105
H -1.0704 1.9182 0.9189
H 0.5472 1.3849 1.1207
H 0.2373 -1.6763 -1.2851
```